--- w ---
Below is one molecule with the formula C3H3NS2, with properties calculated with the ωB97M-V functional and the def2-TZVPD basis.

```
! wB97M-V def2-TZVPD RIJCOSX def2/J DEFGRID3
* xyz 0 1
C -1.784 0.334 -0.533
C 0.745 0.133 0.518
C 1.798 -0.566 -0.239
H -2.520 0.922 -0.931
H 1.288 0.830 1.102
H 0.145 -0.532 1.140
N 2.739 -1.115 -0.639
S -2.047 -1.252 -0.128
S -0.365 1.246 -0.290
*
```

The value obtained for the frontier orbital gap is 8.61 eV. As for the SMILES: N#CCSC=S. The value obtained for the LUMO energy is -0.7196 eV.



--- x ---
Below is one molecule with the formula C3H3NS2, with properties calculated with the ωB97M-V functional and the def2-TZVPD basis.

```
! wB97M-V def2-TZVPD RIJCOSX def2/J DEFGRID3
* xyz 0 1
C -1.143 -0.246 0.082
C -2.408 -0.215 -0.014
C 1.388 -0.054 -0.012
N 0.049 0.046 -0.087
S 2.178 -1.479 0.174
S 2.229 1.466 0.050
H -2.834 -1.276 -0.359
H -3.044 0.657 0.164
H 3.584 1.100 0.001
*
```

The value obtained for the frontier orbital gap is 8.24 eV. As for the SMILES: C=C=NC(=S)S. The value obtained for the LUMO energy is -0.3704 eV.



According to the calculations, the structures order from most to least stable as w, x.



--- w ---
Below is one molecule with the formula C3H3NS2, with properties calculated with the ωB97M-V functional and the def2-TZVPD basis.

```
! wB97M-V def2-TZVPD RIJCOSX def2/J DEFGRID3
* xyz 0 1
C -0.008 -0.471 -1.770
C 0.005 -0.261 1.047
C -0.303 1.187 1.151
H -0.500 -0.928 -2.618
H 1.144 -0.424 1.088
H -0.423 -0.793 1.922
N -0.444 2.314 1.368
S 1.325 0.476 -1.870
S -0.795 -1.099 -0.319
*
```

The value obtained for the frontier orbital gap is 8.61 eV. As for the SMILES: N#CCSC=S. The value obtained for the LUMO energy is -0.6745 eV.



--- x ---
Below is one molecule with the formula C3H3NS2, with properties calculated with the ωB97M-V functional and the def2-TZVPD basis.

```
! wB97M-V def2-TZVPD RIJCOSX def2/J DEFGRID3
* xyz 0 1
C 0.982 1.114 -0.003
C 1.364 -0.220 -0.090
C -1.399 -0.441 0.068
N 0.843 2.249 0.029
S 3.015 -0.484 0.042
S 0.184 -1.450 -0.006
H -2.108 -1.239 0.225
H -1.479 0.081 -0.988
H -1.401 0.390 0.723
*
```

The value obtained for the frontier orbital gap is 7.82 eV. As for the SMILES: CSC(=S)C#N. The value obtained for the LUMO energy is -1.5533 eV.



According to the calculations, the structures order from most to least stable as w, x.



--- w ---
Below is C3H3NS2 as an isolated structure, with properties calculated with the ωB97M-V functional and the def2-TZVPD basis.

```
! wB97M-V def2-TZVPD RIJCOSX def2/J DEFGRID3
* xyz 0 1
C 1.846 0.336 -0.618
C -0.815 0.589 -0.269
C -0.566 -0.531 0.609
N 2.624 -0.422 -0.238
S -2.141 1.442 -0.590
S 0.555 1.320 -1.128
H -0.605 -0.392 1.667
H -1.256 -1.263 0.266
H 0.357 -1.079 0.302
*
```

The value obtained for the frontier orbital gap is 8.66 eV. The value obtained for the LUMO energy is -0.8556 eV.



--- x ---
Below is one molecule with the formula C3H3NS2, with properties calculated with the ωB97M-V functional and the def2-TZVPD basis.

```
! wB97M-V def2-TZVPD RIJCOSX def2/J DEFGRID3
* xyz 0 1
C 0.055 0.076 0.011
C 0.225 1.410 0.008
C 2.407 -0.319 -0.009
N 1.180 -0.751 -0.012
S 3.911 -0.787 0.006
S 1.801 2.065 -0.004
H -0.897 -0.423 0.037
H -0.609 2.091 0.015
H 1.016 -1.751 -0.052
*
```

The value obtained for the frontier orbital gap is 7.30 eV. The value obtained for the LUMO energy is -0.6032 eV.



According to the calculations, the structures order from most to least stable as w, x.



--- w ---
Below is one molecule with the formula C6H11N3, with properties calculated with the ωB97M-V functional and the def2-TZVPD basis.

```
! wB97M-V def2-TZVPD RIJCOSX def2/J DEFGRID3
* xyz 0 1
C 1.297 -1.229 0.811
C 2.124 -0.808 -0.378
C 1.636 0.245 -1.408
C 0.218 0.828 -1.202
C -2.135 0.460 1.199
C -2.863 0.199 -0.007
H 1.982 -1.761 1.605
H 1.138 -0.238 1.300
H 0.277 -1.619 0.562
H 2.734 -1.709 -0.837
H 2.493 0.896 0.528
H 1.937 0.044 -2.411
H -0.099 1.774 -1.488
H -2.739 1.193 1.725
H -1.581 -0.244 1.755
H -3.091 -0.718 -0.546
H -3.754 0.915 -0.080
N 2.830 0.449 -0.473
N -0.636 0.303 -0.478
N -1.769 1.022 -0.175
*
```

The value obtained for the frontier orbital gap is 9.87 eV. As for the SMILES: C[C@@H]1N[C@@H]1/C=N/N1CC1. The value obtained for the LUMO energy is 1.0749 eV.



--- x ---
Below is a 3-piece molecular cluster, C6H11N3 overall, with properties calculated with the ωB97M-V functional and the def2-TZVPD basis.

```
! wB97M-V def2-TZVPD RIJCOSX def2/J DEFGRID3
* xyz 0 1
C 0.492 -0.490 -0.244
C 0.624 -0.117 2.740
C -1.077 -0.875 -2.091
C -0.490 0.445 -0.178
C 1.175 0.418 1.468
N -1.681 0.169 -2.806
C 2.172 1.268 1.296
N -1.597 -2.034 -2.175
N -1.352 1.264 0.019
H -2.344 -0.145 -3.515
H -1.036 0.861 -3.163
H -1.147 -2.704 -1.550
H -2.055 1.302 -0.733
H 1.330 -0.324 -0.903
H 0.293 -1.476 0.147
H 1.221 0.200 3.605
H 0.604 -1.211 2.734
H -0.402 0.227 2.901
H 2.776 1.623 2.133
H 2.494 1.600 0.313
*
```

The value obtained for the frontier orbital gap (alpha / beta) is 6.72 / 6.72 eV. The value obtained for the LUMO energy (alpha / beta) is 0.3661 / 0.3669 eV.



--- y ---
Below is C6H11N3 as an isolated structure, with properties calculated with the ωB97M-V functional and the def2-TZVPD basis.

```
! wB97M-V def2-TZVPD RIJCOSX def2/J DEFGRID3
* xyz 0 1
C -1.895 -1.576 0.504
C -1.862 0.430 -0.531
C -2.185 1.677 -1.230
C 2.264 -0.671 -0.714
C 1.516 0.002 1.613
C 1.140 0.084 0.149
N -2.559 -0.557 -0.166
N -0.598 -1.469 0.459
N -0.175 -0.387 -0.108
H -2.419 -2.436 0.923
H -2.344 1.556 -2.312
H -3.056 2.148 -0.830
H -1.297 2.435 -1.096
H 2.060 -0.613 -1.706
H 2.362 -1.617 -0.145
H 3.089 -0.064 -0.465
H 2.299 0.636 1.751
H 1.960 -0.955 1.926
H 0.641 0.204 2.276
H 1.060 1.172 -0.299
*
```

The value obtained for the frontier orbital gap is 8.92 eV. The value obtained for the LUMO energy is 0.8637 eV.



--- z ---
Below is one molecule with the formula C6H11N3, with properties calculated with the ωB97M-V functional and the def2-TZVPD basis.

```
! wB97M-V def2-TZVPD RIJCOSX def2/J DEFGRID3
* xyz 0 1
C -0.278 -0.493 -2.237
C -0.668 -1.557 -1.244
C 0.905 -0.979 1.714
C -0.856 0.668 0.710
C -0.110 1.939 0.397
C 1.199 1.934 0.121
H -0.965 -0.485 -3.053
H -0.330 0.461 -1.769
H 0.722 -0.692 -2.565
H -1.213 -2.437 -1.619
H 1.685 -0.259 2.047
H 0.437 -1.384 2.619
H 1.432 -1.929 1.378
H -2.375 -0.316 1.380
H -0.705 2.868 0.559
H 1.730 2.926 0.012
H 1.772 1.098 -0.071
N -0.410 -1.553 0.043
N 0.108 -0.434 0.569
N -2.079 0.627 1.009
*
```

The value obtained for the frontier orbital gap is 8.78 eV. As for the SMILES: [H]/N=C(/C=C)N(C)/N=C\C. The value obtained for the LUMO energy is 0.5905 eV.



According to the calculations, the structures order from most to least stable as y, z, w, x.



--- w ---
Below is CH2I2S as an isolated structure, with properties calculated with the ωB97M-V functional and the def2-TZVPD basis.

```
! wB97M-V def2-TZVPD RIJCOSX def2/J DEFGRID3
* xyz 0 1
C 0.133 0.318 0.002
S -1.265 -0.499 -0.697
I 0.744 -0.305 2.064
I -0.068 2.425 -0.176
H 1.114 -0.105 -0.449
H -0.658 -1.833 -0.743
*
```

The value obtained for the frontier orbital gap is 8.75 eV. The value obtained for the LUMO energy is -0.5826 eV.



--- x ---
Below is a 2-piece molecular cluster, CH2I2S overall, with properties calculated with the ωB97M-V functional and the def2-TZVPD basis.

```
! wB97M-V def2-TZVPD RIJCOSX def2/J DEFGRID3
* xyz 0 1
C 1.364 -0.007 0.185
S 0.346 -1.488 0.090
I -3.775 0.938 -0.326
I 0.635 1.856 -0.269
H 2.425 -0.206 -0.066
H -0.996 -1.094 0.386
*
```

The value obtained for the frontier orbital gap (alpha / beta) is 9.18 / 4.46 eV. The value obtained for the LUMO energy (alpha / beta) is -0.4758 / -3.3999 eV.



According to the calculations, the structures order from most to least stable as w, x.



--- w ---
Below is a 4-piece molecular cluster, C2H11NO3 overall, with properties calculated with the ωB97M-V functional and the def2-TZVPD basis.

```
! wB97M-V def2-TZVPD RIJCOSX def2/J DEFGRID3
* xyz 0 1
C -0.026 -0.831 -2.784
C 1.038 -1.244 -2.066
N 1.091 -1.052 -0.657
H -0.990 -1.061 -2.331
H 0.108 -0.462 -3.790
H 2.001 -1.353 -2.568
H 1.182 -0.065 -0.437
H 1.977 -1.372 -0.275
H -3.047 -0.367 3.941
H -2.250 0.907 4.136
O -2.202 0.034 3.734
H -0.707 -0.293 -0.085
H -1.294 -0.243 1.313
O -0.982 0.345 0.599
H 1.874 2.402 0.686
H 0.570 2.088 -0.120
O 1.531 2.133 -0.175
*
```

The value obtained for the frontier orbital gap is 9.42 eV. As for the SMILES: C=CN.O.O.O. The value obtained for the LUMO energy is 0.7632 eV.



--- x ---
Below is a 4-piece molecular cluster, C2H11NO3 overall, with properties calculated with the ωB97M-V functional and the def2-TZVPD basis.

```
! wB97M-V def2-TZVPD RIJCOSX def2/J DEFGRID3
* xyz 0 1
C -1.498 0.089 2.546
C -1.343 0.584 1.322
N -2.225 1.449 0.692
H -2.378 0.237 3.093
H -0.725 -0.496 3.020
H -0.390 0.514 0.819
H -3.203 1.319 0.846
H -2.056 1.675 -0.274
H -0.307 -2.314 -1.307
H -0.006 -1.921 0.061
O 0.200 -1.634 -0.843
H 3.109 -1.112 -0.310
H 2.066 -1.219 -1.472
O 2.994 -1.055 -1.262
H 1.254 1.696 -2.194
H 2.342 0.625 -2.283
O 2.167 1.562 -2.456
*
```

The value obtained for the frontier orbital gap is 8.76 eV. As for the SMILES: C=CN.O.O.O. The value obtained for the LUMO energy is 0.2126 eV.



According to the calculations, the structures order from most to least stable as x, w.



--- w ---
Below is a 2-piece molecular cluster, C2H4N3O overall, with properties calculated with the ωB97M-V functional and the def2-TZVPD basis.

```
! wB97M-V def2-TZVPD RIJCOSX def2/J DEFGRID3
* xyz 1 1
C 0.005 -0.650 1.050
C -0.218 -1.115 -0.220
N 0.330 0.672 0.948
N 0.258 1.001 -0.318
N -0.005 -0.099 -1.070
O 0.020 -0.163 -2.268
H -0.072 -1.272 1.998
H -0.512 -2.092 -0.719
H 0.185 1.440 1.583
H 0.009 2.279 -0.984
*
```

The value obtained for the frontier orbital gap (alpha / beta) is 8.61 / 8.61 eV. The value obtained for the LUMO energy (alpha / beta) is -6.0955 / -6.0959 eV.



--- x ---
Below is an isolated ion of composition C2H4N3O and charge +1, with properties calculated with the ωB97M-V functional and the def2-TZVPD basis.

```
! wB97M-V def2-TZVPD RIJCOSX def2/J DEFGRID3
* xyz 1 1
C -1.351 -0.902 0.145
C 1.446 0.571 -0.182
N 0.014 -1.213 0.457
N -1.876 0.159 0.150
N 1.034 -0.676 0.354
O -2.082 1.268 0.368
H -1.859 -1.891 -0.202
H 0.886 0.602 -1.066
H 1.229 1.468 0.461
H 2.560 0.613 -0.484
*
```

The value obtained for the frontier orbital gap (alpha / beta) is 7.57 / 9.53 eV. As for the SMILES: C/N=N\C=[N+]=O. The value obtained for the LUMO energy (alpha / beta) is -7.4903 / -6.1783 eV.



--- y ---
Below is a 2-piece molecular cluster, C2H4N3O overall, with properties calculated with the ωB97M-V functional and the def2-TZVPD basis.

```
! wB97M-V def2-TZVPD RIJCOSX def2/J DEFGRID3
* xyz 1 1
C 1.520 -0.304 0.010
C -2.226 0.037 -0.070
N -3.256 -0.506 0.110
N 1.509 -1.461 -0.034
N 1.499 0.953 0.053
O -1.119 0.391 -0.129
H -4.230 -0.418 -0.069
H 1.750 -2.430 -0.042
H 1.384 1.493 -0.802
H 1.243 1.426 0.918
*
```

The value obtained for the frontier orbital gap is 10.68 eV. The value obtained for the LUMO energy is -4.0607 eV.



According to the calculations, the structures order from most to least stable as y, w, x.



--- w ---
Below is an isolated ion of composition C3H6BrO2S and charge -1, with properties calculated with the ωB97M-V functional and the def2-TZVPD basis.

```
! wB97M-V def2-TZVPD RIJCOSX def2/J DEFGRID3
* xyz -1 1
C 0.787 0.030 0.004
C -0.599 0.075 -0.619
C -1.441 0.449 0.560
O -1.509 1.818 1.020
O -3.154 1.936 -0.967
S -3.017 1.310 0.330
Br -4.068 -0.823 -0.071
H 1.092 -0.996 0.160
H 0.679 0.639 0.812
H 1.546 0.498 -0.612
H -0.850 0.821 -1.411
H -0.943 -0.878 -0.925
H -1.238 -0.335 1.327
*
```

The value obtained for the frontier orbital gap is 7.71 eV. The value obtained for the LUMO energy is 3.8220 eV.



--- x ---
Below is C3H6BrO2S as an isolated structure, with properties calculated with the ωB97M-V functional and the def2-TZVPD basis.

```
! wB97M-V def2-TZVPD RIJCOSX def2/J DEFGRID3
* xyz -1 1
C 0.784 0.292 0.803
C -0.473 -0.162 0.019
C -1.445 1.003 -0.092
O -1.991 1.557 -1.194
O -2.963 -0.900 -1.247
S -3.208 0.357 -0.644
Br -5.924 -0.066 0.404
H 0.959 1.247 0.372
H 1.454 -0.513 0.901
H 0.318 0.492 1.816
H -0.319 -0.561 -0.981
H -0.936 -1.039 0.550
H -1.240 1.651 0.875
*
```

The value obtained for the frontier orbital gap is 7.24 eV. The value obtained for the LUMO energy is 3.3100 eV.



According to the calculations, the structures order from most to least stable as w, x.



--- w ---
Below is a 2-piece molecular cluster, C2HClO2 overall, with properties calculated with the ωB97M-V functional and the def2-TZVPD basis.

```
! wB97M-V def2-TZVPD RIJCOSX def2/J DEFGRID3
* xyz 0 1
C 0.995 0.191 -1.263
C -0.412 -0.342 1.191
O -0.100 0.150 -1.553
O 2.062 0.222 -0.895
Cl -1.434 0.997 1.323
H -1.110 -1.218 1.198
*
```

The value obtained for the frontier orbital gap is 8.44 eV. The value obtained for the LUMO energy is -1.0409 eV.



--- x ---
Below is a 2-piece molecular cluster, C2HClO2 overall, with properties calculated with the ωB97M-V functional and the def2-TZVPD basis.

```
! wB97M-V def2-TZVPD RIJCOSX def2/J DEFGRID3
* xyz 0 1
C 0.216 -0.627 -0.288
C 1.329 -1.460 1.259
O 0.260 -1.016 -1.414
O 1.506 -2.611 1.435
Cl 1.811 -0.156 2.234
H -0.260 0.097 0.211
*
```

The value obtained for the frontier orbital gap is 9.15 eV. The value obtained for the LUMO energy is -0.1235 eV.



According to the calculations, the structures order from most to least stable as x, w.